# 1
The following is a DFT calculation (the ωB97M-V functional and the def2-TZVPD basis) of an isolated molecule of C3H5N3 in a non-equilibrium geometry.

Relative energy (zero: lowest compared OMol25 entry of this formula, charge and spin), kJ/mol: 84.4
Highest occupied orbital energy, hartree: -0.3540
Maximum force, hartree/bohr: 0.0232

XYZ file:
```
11
Properties=species:S:1:pos:R:3:nbo_charge:R:1
H -2.47974 1.37962 -0.21631 0.3555
N -1.52322 1.52886 0.08931 -0.6515
C -0.82209 0.46359 0.01944 0.3348
C -1.34886 -0.79797 -0.51152 0.2005
N -1.84588 -1.74788 -0.94730 -0.2710
N 0.45518 0.43614 0.50152 -0.5797
C 1.51116 -0.47668 0.11166 -0.4152
H 0.73316 1.35893 0.80751 0.4042
H 1.09686 -1.46571 -0.10043 0.2187
H 2.06419 -0.13202 -0.77205 0.1924
H 2.21364 -0.57985 0.94372 0.2114
```



# 2
The following is a DFT calculation (the ωB97M-V functional and the def2-TZVPD basis) of an isolated molecule of C3H5N3.

Relative energy (zero: lowest compared OMol25 entry of this formula, charge and spin), kJ/mol: 444.5
Highest occupied orbital energy (spin up / spin down), hartree: -0.2525 / -0.2525
Maximum force, hartree/bohr: 0.0135

XYZ file:
```
11
Properties=species:S:1:pos:R:3:nbo_charge:R:1
N -1.38518 1.78913 0.77132 -0.6294
C -0.29979 1.35681 0.42570 0.6650
C -0.65009 -1.64241 -0.28539 -0.2567
N 0.59965 -1.49093 -0.52059 -0.3856
C 1.42210 -0.47548 -0.50109 -0.1023
N 0.85803 0.92524 0.22734 -0.6153
H -2.08787 1.97534 0.06075 0.4051
H -1.26039 -0.87728 0.20420 0.1330
H -1.13517 -2.58016 -0.54579 0.1772
H 2.36291 -0.61696 0.02979 0.1720
H 1.57579 1.63669 0.13375 0.4369
```



# 3
The following is a DFT calculation (the ωB97M-V functional and the def2-TZVPD basis) of an isolated molecule of C3H5N3.

Relative energy (zero: lowest compared OMol25 entry of this formula, charge and spin), kJ/mol: 56.2
Highest occupied orbital energy, hartree: -0.3081
Maximum force, hartree/bohr: 0.0122

XYZ file:
```
11
Properties=species:S:1:pos:R:3:nbo_charge:R:1
N -2.01691 -0.32054 0.28019 -0.8091
C -0.63083 -0.17121 0.15454 0.2987
C 0.13368 1.02567 0.06631 -0.3944
C 1.41567 0.58959 -0.14754 -0.0298
N 1.38458 -0.75738 -0.12122 -0.3461
N 0.14014 -1.24488 0.07702 -0.3268
H -2.53014 0.32367 -0.30927 0.3734
H -2.27478 -1.27128 0.03423 0.3818
H -0.10566 2.04393 0.32258 0.2311
H 2.31197 1.14821 -0.37674 0.2168
H 2.17229 -1.36578 0.01992 0.4043
```



# 4
The following is a DFT calculation (the ωB97M-V functional and the def2-TZVPD basis) of a cluster of 2 separate species, C3H5N3 in total in a non-equilibrium geometry.

Relative energy (zero: lowest compared OMol25 entry of this formula, charge and spin), kJ/mol: 228.3
Highest occupied orbital energy, hartree: -0.3549
Maximum force, hartree/bohr: 0.0266

XYZ file:
```
11
Properties=species:S:1:pos:R:3:nbo_charge:R:1
C 1.52404 1.26018 -0.11698 -0.4086
N 0.17580 0.78073 -0.20958 -0.4787
C -0.25537 -0.27657 -0.57094 0.6732
N -0.78939 -1.30681 -1.01651 -0.7737
H 1.48433 2.33670 -0.27724 0.2096
H 1.96467 1.05396 0.85998 0.2108
H 2.14701 0.80639 -0.89681 0.1915
H -0.34607 -1.21706 -1.94607 0.3860
C -1.97429 -1.16544 1.36484 0.0842
N -1.41814 -0.27983 1.85257 -0.3372
H -2.51259 -1.99226 0.95674 0.2430
```



# 5
The following is a DFT calculation (the ωB97M-V functional and the def2-TZVPD basis) of a cluster of 3 separate species, C3H5N3 in total in a non-equilibrium geometry.

Relative energy (zero: lowest compared OMol25 entry of this formula, charge and spin), kJ/mol: 719.9
Highest occupied orbital energy (spin up / spin down), hartree: -0.3427 / -0.3427
Maximum force, hartree/bohr: 0.0618

XYZ file:
```
11
Properties=species:S:1:pos:R:3:nbo_charge:R:1
N -1.68242 -0.18313 -0.19422 -0.4741
C -0.50370 0.14046 -0.60906 0.1283
C 0.63660 -0.73482 -0.71978 0.0063
N 1.62067 -0.20194 -0.04847 -0.2681
N 1.34744 1.23053 0.13484 -0.2185
C 0.11999 1.40450 -0.16739 0.0425
H -0.66419 -0.51213 1.53823 -0.1033
H -1.92211 -1.15015 -0.43984 0.3555
H 0.61368 -1.80953 -0.86414 0.2188
H 0.83762 -0.51805 1.35732 0.0884
H -0.40359 2.33427 0.01251 0.2242
```



# 6
The following is a DFT calculation (the ωB97M-V functional and the def2-TZVPD basis) of an isolated molecule of C3H5N3.

Relative energy (zero: lowest compared OMol25 entry of this formula, charge and spin), kJ/mol: 474.3
Highest occupied orbital energy, hartree: -0.3260
Maximum force, hartree/bohr: 0.0125

XYZ file:
```
11
Properties=species:S:1:pos:R:3:nbo_charge:R:1
N -2.40756 0.22416 0.50504 -0.8124
C -0.23863 0.01393 -0.56689 0.3374
N 0.71646 -0.69587 -0.91187 -0.3017
N 1.90207 -0.59282 -0.13466 -0.4163
C 2.30473 0.51742 0.41304 -0.1106
C -1.32390 0.69570 -0.29524 -0.1573
H -3.13627 -0.15313 -0.09439 0.3685
H -2.11306 -0.51877 1.12753 0.3678
H 2.40987 -1.47105 -0.21650 0.3817
H 3.29119 0.26913 0.85034 0.1162
H -1.40489 1.71132 -0.67640 0.2267
```



# 7
The following is a DFT calculation (the ωB97M-V functional and the def2-TZVPD basis) of a structure of composition C3H5N3 in a non-equilibrium geometry.

Relative energy (zero: lowest compared OMol25 entry of this formula, charge and spin), kJ/mol: 640.2
Highest occupied orbital energy (spin up / spin down), hartree: -0.2918 / -0.2879
Maximum force, hartree/bohr: 0.0865

XYZ file:
```
11
Properties=species:S:1:pos:R:3:nbo_charge:R:1
N -0.65738 2.13822 0.29658 -0.7841
C 0.05426 1.04608 -0.02247 0.2520
C -0.34205 -0.13068 -0.60103 -0.1489
N 0.03336 -2.20847 -0.49171 -0.6973
C 0.64587 -1.25656 0.05195 0.1335
N 1.27520 0.67046 0.03144 -0.3289
H -0.11638 2.72947 0.89760 0.3903
H -1.59083 1.91045 0.61696 0.3944
H -0.87063 -0.38322 -1.55093 0.2460
H 0.12495 -3.11203 -0.10264 0.3274
H 1.44362 -1.40373 0.87426 0.2155
```



# 8
The following is a DFT calculation (the ωB97M-V functional and the def2-TZVPD basis) of an isolated molecule of C3H5N3 in a non-equilibrium geometry.

Relative energy (zero: lowest compared OMol25 entry of this formula, charge and spin), kJ/mol: 489.9
Highest occupied orbital energy, hartree: -0.3629
Maximum force, hartree/bohr: 0.1787

XYZ file:
```
11
Properties=species:S:1:pos:R:3:nbo_charge:R:1
C -2.34994 -0.68558 -0.03381 -0.0950
N -1.47250 0.02146 -0.46144 -0.2632
N -0.57294 0.70726 0.47703 -0.4438
C 0.72229 0.97003 -0.20935 -0.2598
C 1.62313 -0.27101 0.10736 0.2042
N 2.70565 -0.88543 -0.05546 -0.2776
H -2.56184 -0.81429 1.12776 0.1219
H -3.33232 -1.17583 -0.40855 0.2122
H -0.29233 0.06341 1.42222 0.3471
H 1.10838 1.89979 0.06815 0.2314
H 0.48385 1.04327 -1.11559 0.2224
```



# 9
The following is a DFT calculation (the ωB97M-V functional and the def2-TZVPD basis) of an isolated molecule of C3H5N3.

Relative energy (zero: lowest compared OMol25 entry of this formula, charge and spin), kJ/mol: 337.7
Highest occupied orbital energy, hartree: -0.3078
Maximum force, hartree/bohr: 0.0102

XYZ file:
```
11
Properties=species:S:1:pos:R:3:nbo_charge:R:1
H -1.54537 -2.53802 -0.18329 0.3138
N -1.11115 -1.60334 -0.18045 -0.3394
N -1.25317 -1.14542 -1.32583 -0.1492
C -0.64316 0.15362 -1.52042 -0.1684
C 0.26622 0.62714 -0.69716 -0.0562
C 1.04345 0.49132 0.36651 -0.0057
N 0.75383 0.87432 1.65225 -0.7893
H -0.97086 0.63352 -2.43971 0.2053
H 2.01653 0.01660 0.24499 0.2135
H -0.07285 1.43077 1.80203 0.3896
H 1.51653 1.05949 2.28109 0.3860
```



# 10
The following is a DFT calculation (the ωB97M-V functional and the def2-TZVPD basis) of a structure of composition C3H5N3.

Relative energy (zero: lowest compared OMol25 entry of this formula, charge and spin), kJ/mol: 614.1
Highest occupied orbital energy, hartree: -0.2946
Maximum force, hartree/bohr: 0.0182

XYZ file:
```
11
Properties=species:S:1:pos:R:3:nbo_charge:R:1
C 1.41276 1.18931 -0.42902 -0.4409
C -0.29350 0.37169 -0.00712 0.6077
C -0.39943 -0.95269 0.19423 -0.4715
N -1.74579 -1.27469 0.51869 -0.2068
N -2.63656 -0.44080 0.58837 -0.2890
N -0.10824 1.55542 -0.20054 -0.4443
H 1.59162 0.54918 -1.30311 0.2099
H 1.91662 0.77658 0.45466 0.2114
H 1.75220 2.19221 -0.62201 0.2583
H 0.39908 -1.67783 0.12140 0.2470
H -1.88876 -2.28837 0.68444 0.3181
```



Which formula does entry 6 have? C3H5N3